Density functional theory data (ωB97M-V/def2-TZVPD) for an isolated molecule of C5H11N.

```
17
C5H11N, DFT ωB97M-V/def2-TZVPD
N 0.103 -1.278 0.583
C 0.489 0.426 -1.241
C -0.092 0.077 0.111
C -1.252 -0.830 0.322
C 0.491 -1.422 1.974
C 0.150 1.845 -1.696
H -0.923 1.968 -1.883
H 0.014 0.864 0.866
H 0.442 2.582 -0.937
H -1.752 -1.300 -0.524
H 0.683 2.098 -2.618
H 1.579 0.312 -1.176
H 1.568 -1.245 2.062
H -0.030 -0.719 2.647
H 0.145 -0.308 -1.980
H -1.899 -0.627 1.178
H 0.283 -2.443 2.311
```

Values from the calculation:
orbital gap: 0.3785 Ha
relative energy (zero: lowest compared OMol25 entry of this formula, charge and spin): 1.195 eV
highest occupied orbital energy: -9.093 eV
E_tot: -251.81862 hartree
E_LUMO: 1.21 eV
SMILES: CC[C@H]1CN1C

Partial atomic charges computed with the natural (NBO) method, in multiples of e: -0.402, -0.403, -0.078, -0.261, -0.412, -0.605, 0.204, 0.182, 0.201, 0.200, 0.212, 0.204, 0.199, 0.163, 0.207, 0.187, 0.201

***

Density functional theory data (ωB97M-V/def2-TZVPD) for an isolated molecule of C5H11N.

```
17
C5H11N, DFT ωB97M-V/def2-TZVPD
N 1.096 1.151 -0.626
C -1.481 -1.110 0.676
C 0.442 0.367 0.432
C -0.882 0.250 0.504
C -1.242 -2.101 -0.482
C 2.167 2.080 -0.201
H 2.346 2.958 -0.823
H -2.614 -1.169 0.799
H 1.795 2.550 0.811
H -0.948 -3.045 -0.144
H -1.495 1.091 0.323
H 0.344 1.351 -1.362
H -2.165 -2.252 -1.137
H 1.002 -0.346 0.937
H -1.199 -1.402 1.645
H 3.248 1.607 -0.029
H -0.413 -1.981 -1.322
```

Values from the calculation:
orbital gap: 0.3355 Ha
relative energy (zero: lowest compared OMol25 entry of this formula, charge and spin): 2.998 eV
highest occupied orbital energy: -8.015 eV
E_tot: -251.75236 hartree
E_LUMO: 1.12 eV
SMILES: CC/C=C/NC

Partial atomic charges computed with the natural (NBO) method, in multiples of e: -0.651, -0.455, 0.005, -0.261, -0.619, -0.423, 0.211, 0.211, 0.183, 0.211, 0.194, 0.397, 0.204, 0.166, 0.218, 0.196, 0.213

***

Density functional theory data (ωB97M-V/def2-TZVPD) for an isolated molecule of C5H11N.

```
17
C5H11N, DFT ωB97M-V/def2-TZVPD
N 0.603 -0.094 -1.100
C -0.037 -0.870 -0.132
C 0.212 0.729 1.799
C -0.734 -0.043 0.907
C 0.282 1.221 -1.566
C -0.209 -2.189 -0.269
H -0.693 1.169 -2.069
H -1.224 -0.783 1.601
H 0.119 2.035 -0.837
H 0.091 1.794 1.566
H 1.240 0.478 1.504
H 0.091 -2.673 -1.193
H -1.513 0.573 0.452
H 1.222 -0.650 -1.664
H 0.238 0.587 2.876
H -0.578 -2.812 0.535
H 0.889 1.526 -2.409
```

Values from the calculation:
orbital gap: 0.3249 Ha
relative energy (zero: lowest compared OMol25 entry of this formula, charge and spin): 1.330 eV
highest occupied orbital energy: -7.778 eV
E_tot: -251.81365 hartree
E_LUMO: 1.06 eV
SMILES: C=C(CC)NC

Partial atomic charges computed with the natural (NBO) method, in multiples of e: -0.633, 0.217, -0.620, -0.459, -0.415, -0.526, 0.171, 0.219, 0.198, 0.201, 0.215, 0.192, 0.218, 0.384, 0.218, 0.205, 0.216

***

Density functional theory data (ωB97M-V/def2-TZVPD) for an isolated molecule of C5H11N.

```
17
C5H11N, DFT ωB97M-V/def2-TZVPD
N -0.488 -0.468 0.657
C -1.017 -0.451 -1.857
C 0.159 -0.652 -0.911
C -0.353 0.325 2.824
C -0.007 0.416 1.365
C 1.264 0.252 -1.236
H 1.686 -0.189 -2.101
H -0.754 -0.248 -2.814
H -1.716 -1.205 -1.869
H 0.772 1.022 0.953
H 0.987 1.329 -1.590
H 0.349 0.828 3.446
H 2.137 0.329 -0.466
H -1.408 0.714 2.821
H -0.429 -0.698 3.124
H -1.763 0.352 -1.504
H 0.582 -1.653 -0.842
```

Values from the calculation:
orbital gap: 0.3711 Ha
relative energy (zero: lowest compared OMol25 entry of this formula, charge and spin): 2.079 eV
highest occupied orbital energy: -8.961 eV
E_tot: -251.78614 hartree
E_LUMO: 1.14 eV
SMILES: C/C=N/C(C)C

Partial atomic charges computed with the natural (NBO) method, in multiples of e: -0.403, -0.620, -0.065, -0.661, 0.081, -0.650, 0.225, 0.203, 0.220, 0.153, 0.212, 0.212, 0.217, 0.229, 0.231, 0.216, 0.201

***

Density functional theory data (ωB97M-V/def2-TZVPD) for a structure of composition C5H11N.

```
17
C5H11N, DFT ωB97M-V/def2-TZVPD
N -0.707 -1.548 0.825
C -0.217 1.704 0.645
C 0.364 0.418 0.496
C 0.877 -0.024 -0.861
C -0.240 -0.318 -1.901
C 0.142 -0.651 1.536
H -0.006 2.446 -0.111
H -0.103 0.246 -2.827
H -0.287 -1.379 -2.116
H -1.233 -0.100 -1.516
H -1.046 -2.224 1.508
H -0.936 0.807 0.298
H 1.116 -1.021 1.918
H 1.581 0.687 -1.294
H -0.360 2.030 1.666
H -0.335 -0.111 2.390
H 1.391 -0.961 -0.656
```

Values from the calculation:
orbital gap: 0.2179 Ha
relative energy (zero: lowest compared OMol25 entry of this formula, charge and spin): 5.360 eV
highest occupied orbital energy: -6.161 eV
E_tot: -251.66557 hartree
E_LUMO: -0.23 eV

Partial atomic charges computed with the natural (NBO) method, in multiples of e: -1.091, -0.537, 0.356, -0.494, -0.589, -0.282, 0.243, 0.200, 0.245, 0.218, 0.331, 0.366, 0.167, 0.221, 0.255, 0.133, 0.260

***

Density functional theory data (ωB97M-V/def2-TZVPD) for a cluster of 2 separate species, C5H11N in total.

```
17
C5H11N, DFT ωB97M-V/def2-TZVPD
N -3.079 -0.151 -0.206
C 0.467 -0.767 0.783
C -0.838 -0.018 0.672
C 1.504 0.523 -1.103
C 1.701 -0.063 0.293
C -1.656 -0.284 -0.462
H -3.419 -0.913 0.345
H 2.088 1.382 -1.034
H -1.130 0.618 1.530
H 0.377 1.699 0.154
H 2.628 -0.744 0.144
H 0.278 -1.557 0.075
H 1.638 -0.284 -1.769
H 0.408 0.683 -1.282
H -3.820 -0.004 -0.939
H 1.954 0.730 1.040
H 0.899 -0.851 1.758
```

Values from the calculation:
orbital gap: 0.2172 Ha
relative energy (zero: lowest compared OMol25 entry of this formula, charge and spin): 8.656 eV
highest occupied orbital energy: -7.353 eV
E_tot: -251.54442 hartree
E_LUMO: -1.44 eV

Partial atomic charges computed with the natural (NBO) method, in multiples of e: -0.810, -0.506, -0.304, -0.684, -0.359, 0.104, 0.371, 0.219, 0.208, 0.032, 0.208, 0.219, 0.218, 0.253, 0.385, 0.200, 0.244

***

Density functional theory data (ωB97M-V/def2-TZVPD) for an isolated molecule of C5H11N.

```
17
C5H11N, DFT ωB97M-V/def2-TZVPD
N -1.320 -1.159 2.029
C 1.156 0.417 -1.950
C -0.228 0.246 -1.312
C -1.063 -0.978 0.669
C -0.237 -0.061 0.164
C 0.583 0.796 1.101
H -1.545 -1.670 -0.017
H 1.040 0.493 -3.026
H -2.051 -1.788 2.298
H 1.636 1.335 -1.614
H -0.068 1.470 1.675
H 1.178 1.485 0.506
H -0.719 1.215 -1.414
H -0.829 -0.512 -1.808
H 1.199 0.204 1.772
H 1.807 -0.425 -1.730
H -0.540 -1.069 2.658
```

Values from the calculation:
orbital gap: 0.3198 Ha
relative energy (zero: lowest compared OMol25 entry of this formula, charge and spin): 0.586 eV
highest occupied orbital energy: -7.640 eV
E_tot: -251.84099 hartree
E_LUMO: 1.06 eV
SMILES: CC/C(C)=C/N

Partial atomic charges computed with the natural (NBO) method, in multiples of e: -0.847, -0.605, -0.405, -0.013, -0.071, -0.656, 0.182, 0.208, 0.384, 0.200, 0.219, 0.214, 0.196, 0.205, 0.208, 0.203, 0.380

***

Density functional theory data (ωB97M-V/def2-TZVPD) for an isolated molecule of C5H11N.

```
17
C5H11N, DFT ωB97M-V/def2-TZVPD
N -1.073 1.234 1.127
C -0.978 0.371 -1.670
C -0.215 0.142 0.710
C 0.073 0.048 -0.649
C 1.352 -0.574 -1.002
C 0.540 -0.666 1.898
H -1.628 1.278 2.018
H 0.122 -0.740 2.921
H -0.628 1.009 -2.484
H 1.731 -0.204 -1.930
H 1.534 -0.191 1.936
H 1.174 -1.767 -1.073
H -1.431 -0.516 -2.149
H -1.788 1.027 -1.376
H 2.153 -0.183 -0.251
H 0.720 -1.730 1.599
H -1.657 1.462 0.376
```

Values from the calculation:
orbital gap: 0.3030 Ha
relative energy (zero: lowest compared OMol25 entry of this formula, charge and spin): 1.914 eV
highest occupied orbital energy: -7.232 eV
E_tot: -251.79221 hartree
E_LUMO: 1.01 eV
SMILES: CC(C)=C(C)N

Partial atomic charges computed with the natural (NBO) method, in multiples of e: -0.835, -0.631, 0.237, -0.149, -0.624, -0.671, 0.375, 0.226, 0.209, 0.217, 0.223, 0.204, 0.214, 0.202, 0.217, 0.222, 0.364